C9H11FN4O4 | wB97M-V/def2-TZVPD

Properties
Structure (SMILES): NC(N)(N)CC1=C(F)C(=O)C(CON=O)=CC1=O
Electronic energy in a.u.: -969.16335
HOMO in Eh: -0.3361
Strongest force on any atom in hartree/bohr: 0.0908

ORCA input file:
```
! RIJCOSX wB97M-V def2-TZVPD def2/J DEFGRID3
* xyz 0 1
N -1.449 0.092 1.099
C -0.808 -0.355 2.399
N -1.523 -1.607 2.832
N -1.024 0.776 3.371
C 0.774 -0.640 2.158
C 1.197 -0.542 0.625
C 0.894 -1.551 -0.334
F 0.176 -2.729 0.056
C 1.347 -1.289 -1.859
O 1.850 -2.191 -2.577
C 1.151 0.218 -2.363
C 0.604 0.638 -3.801
O -0.288 1.797 -3.585
N -1.377 1.358 -2.878
O -2.066 2.310 -2.654
C 1.467 1.229 -1.406
C 1.968 0.754 0.052
O 2.852 1.366 0.692
H -1.616 -0.725 0.498
H -2.316 0.605 1.298
H -2.501 -1.373 3.095
H -1.628 -2.252 2.025
H -0.695 1.615 2.855
H -2.049 0.917 3.478
H 1.317 0.209 2.720
H 1.061 -1.675 2.567
H 1.403 0.912 -4.559
H -0.088 -0.206 -4.175
H 1.367 2.339 -1.628
*
```